[1]
ORCA calculation (wB97M-V/def2-TZVPD) on the molecule C7H15NOS3 in a non-equilibrium geometry.

Atoms and positions in Å:
C1 0.07 1.06 -1.69
C2 2.06 -1.83 0.48
C3 1.37 -0.44 2.58
C4 0.19 -2.54 1.89
C5 -1.73 2.10 -3.08
C6 -1.73 2.18 -0.53
C7 1.00 -1.35 1.39
N1 -1.01 1.99 -1.83
O1 0.72 1.25 -0.64
S1 0.83 0.46 -3.15
S2 -1.12 -1.05 -0.96
S3 -0.22 -0.22 0.56
H1 2.30 -2.85 0.84
H2 1.76 -1.89 -0.58
H3 2.87 -1.09 0.54
H4 0.47 -0.27 3.28
H5 1.73 0.63 2.21
H6 2.10 -0.89 3.30
H7 -0.84 -2.11 2.18
H8 0.05 -3.35 1.20
H9 0.77 -2.89 2.74
H10 -2.89 1.86 -2.93
H11 -1.69 3.07 -3.39
H12 -1.27 1.48 -3.81
H13 -2.12 3.16 -0.45
H14 -2.57 1.49 -0.44
H15 -1.11 2.02 0.30

Computed properties:
Strongest force on any atom in eV/Å: 6.5
Relative energy (zero: lowest compared OMol25 entry of this formula, charge and spin) in kcal/mol: 65.0
Electronic energy in a.u.: -1600.14001
HOMO-LUMO gap (spin up / spin down) in eV: 6.257 / 6.260
Total charge: 0
E_HOMO (spin up / spin down) in eV: -8.18 / -8.18


[2]
ORCA calculation (wB97M-V/def2-TZVPD) on a cluster of 2 separate species, C7H16Cl in total.

Atoms and positions in Å:
Cl1 1.98 -0.28 -2.72
H1 2.23 0.98 -2.80
C1 2.59 2.86 -2.91
C2 2.53 3.04 -4.37
C3 1.51 3.39 -2.04
C4 1.49 2.73 -0.65
C5 0.24 3.09 0.17
C6 0.17 4.59 0.48
C7 0.21 2.26 1.46
H2 3.55 2.62 -2.45
H3 3.29 2.40 -4.86
H4 1.55 2.73 -4.76
H5 2.72 4.08 -4.65
H6 1.66 4.49 -1.96
H7 0.55 3.20 -2.55
H8 1.52 1.64 -0.76
H9 2.38 3.02 -0.08
H10 -0.64 2.82 -0.44
H11 1.07 4.90 1.03
H12 0.08 5.19 -0.43
H13 -0.70 4.80 1.11
H14 1.11 2.47 2.05
H15 -0.66 2.49 2.06
H16 0.20 1.19 1.23

Computed properties:
Strongest force on any atom in eV/Å: 1.0
Relative energy (zero: lowest compared OMol25 entry of this formula, charge and spin) in kcal/mol: 0.0
Electronic energy in a.u.: -736.44948
HOMO-LUMO gap (spin up / spin down) in eV: 9.084 / 10.971
Total charge: 0
E_HOMO (spin up / spin down) in eV: -8.04 / -11.06
Multiplicity: 2